Entry 1:
Density functional theory data (wB97M-V/def2-TZVPD) for a cluster of 2 separate species, C18H27F3N4O4 in total.

Values from the calculation:
Energy above the lowest of the compared OMol25 structures with the same formula, charge and spin, eV: 0.0000
Maximum force, eV Å⁻¹: 3.21
E_tot, Ha: -1521.75164
E_LUMO, eV: 0.47
HOMO energy, eV: -8.96

Each atom is followed by the atoms it is bonded to, with distances in Å.
Cartesian coordinates (Å):
1 O 4.97 1.92 -3.19  C8 1.223
2 O -4.53 -5.34 5.15  C9 1.225
3 O 1.19 3.89 -4.68  C10 1.228
4 F -1.17 1.18 2.29  C21 1.360
5 F -1.35 0.87 0.11  C21 1.356
6 F -0.66 -0.79 1.38  C21 1.362
7 O -2.88 -0.12 1.42  C15 1.367, C21 1.436
8 C 4.18 1.01 -3.40  O1 1.223, N20 1.335, C22 1.510
9 C -4.34 -5.47 3.94  O2 1.225, N17 1.387, C24 1.547
10 C 2.21 3.44 -4.17  O3 1.228, N18 1.338, C29 1.541
11 C -3.80 -1.09 4.84  C12 1.397, C13 1.399, H30 1.087
12 C -3.40 -0.30 3.76  C11 1.397, C15 1.398, H31 1.086
13 C -4.00 -2.46 4.67  C11 1.399, C16 1.407, H32 1.084
14 C -3.42 -2.24 2.34  C15 1.396, C16 1.400, H33 1.084
15 C -3.21 -0.87 2.50  O7 1.367, C12 1.398, C14 1.396
16 C -3.81 -3.06 3.41  C13 1.407, C14 1.400, N17 1.401
17 N -4.00 -4.42 3.11  C9 1.387, C16 1.401, H34 1.013
18 N 3.43 3.82 -4.56  C10 1.338, C23 1.461, H35 1.016
19 N -4.95 -7.96 4.22  C24 1.487, H36 1.022, H37 1.023
20 N 2.85 1.14 -3.32  C8 1.335, C29 1.481, H38 1.007
21 C -1.50 0.28 1.32  F4 1.360, F5 1.356, F6 1.362, O7 1.436
22 C 4.70 -0.37 -3.75  C8 1.510, H39 1.088, H40 1.089, H41 1.088
23 C 3.70 4.82 -5.59  N18 1.461, H42 1.092, H43 1.091, H44 1.091
24 C -4.51 -6.88 3.31  C9 1.547, N19 1.487, H45 1.095, H46 1.094
25 C 2.37 2.26 0.87  C27 1.534, H47 1.090, H48 1.089, H49 1.091
26 C 1.54 4.22 -1.39  C28 1.542, H50 1.090, H51 1.091, H52 1.089
27 C 1.99 1.87 -0.56  C25 1.534, C28 1.548, H53 1.090, H54 1.088
28 C 2.34 2.93 -1.64  C26 1.542, C27 1.548, C29 1.554, H55 1.091
29 C 2.08 2.37 -3.06  C10 1.541, N20 1.481, C28 1.554, H56 1.091
30 H -3.95 -0.64 5.82  C11 1.087
31 H -3.26 0.77 3.89  C12 1.086
32 H -4.31 -3.04 5.53  C13 1.084
33 H -3.28 -2.66 1.35  C14 1.084
34 H -3.87 -4.67 2.14  N17 1.013
35 H 4.22 3.38 -4.09  N18 1.016
36 H -5.87 -7.74 4.61  N19 1.022
37 H -4.28 -8.08 4.99  N19 1.023
38 H 2.32 0.31 -3.52  N20 1.007
39 H 4.37 -0.63 -4.76  C22 1.088
40 H 5.79 -0.35 -3.72  C22 1.089
41 H 4.32 -1.09 -3.04  C22 1.088
42 H 2.93 5.59 -5.58  C23 1.092
43 H 3.69 4.34 -6.57  C23 1.091
44 H 4.67 5.28 -5.42  C23 1.091
45 H -3.54 -7.16 2.87  C24 1.095
46 H -5.23 -6.79 2.49  C24 1.094
47 H 2.19 1.41 1.53  C25 1.090
48 H 1.76 3.09 1.22  C25 1.089
49 H 3.42 2.53 0.92  C25 1.091
50 H 1.81 4.99 -2.12  C26 1.090
51 H 0.47 4.02 -1.47  C26 1.091
52 H 1.76 4.63 -0.40  C26 1.089
53 H 2.52 0.94 -0.78  C27 1.090
54 H 0.92 1.66 -0.61  C27 1.088
55 H 3.40 3.18 -1.54  C28 1.091
56 H 1.03 2.08 -3.08  C29 1.091

Per-atom natural (NBO) charges, elementary charge units: O -0.66; O -0.61; O -0.65; F -0.31; F -0.31; F -0.32; O -0.52; C 0.69; C 0.66; C 0.66; C -0.18; C -0.29; C -0.27; C -0.33; C 0.35; C 0.25; N -0.63; N -0.62; N -0.81; N -0.60; C 1.17; C -0.71; C -0.41; C -0.32; C -0.60; C -0.61; C -0.40; C -0.22; C -0.12; H 0.22; H 0.23; H 0.26; H 0.21; H 0.40; H 0.43; H 0.37; H 0.37; H 0.40; H 0.23; H 0.25; H 0.22; H 0.22; H 0.20; H 0.20; H 0.21; H 0.21; H 0.21; H 0.20; H 0.21; H 0.22; H 0.21; H 0.21; H 0.20; H 0.20; H 0.22; H 0.23


Entry 2:
Density functional theory data (wB97M-V/def2-TZVPD) for the molecule C18H27N3O3.

Values from the calculation:
Energy above the lowest of the compared OMol25 structures with the same formula, charge and spin, eV: 3.3909
Maximum force, eV Å⁻¹: 4.53
E_tot, Ha: -1092.04202
E_LUMO, eV: 0.66
HOMO energy, eV: -9.09

Each atom is followed by the atoms it is bonded to, with distances in Å.
Cartesian coordinates (Å):
1 O 1.43 0.10 1.98  C4 1.178
2 O -0.49 0.17 -2.88  C5 1.254
3 O -2.88 -0.31 0.01  C6 1.272
4 C 1.29 1.03 1.26  O1 1.178, N15 1.336, C16 1.537
5 C -1.03 -0.95 -2.68  O2 1.254, N13 1.355, C22 1.546
6 C -1.67 -0.09 0.32  O3 1.272, N14 1.387, C23 1.568
7 C 4.40 -0.96 -1.73  C8 1.370, C9 1.425, H25 1.088
8 C 3.60 -1.05 -2.83  C7 1.370, C10 1.434, H26 1.095
9 C 3.90 -1.56 -0.54  C7 1.425, C11 1.387, H27 1.060
10 C 2.25 -1.55 -2.80  C8 1.434, C12 1.433, H28 1.047
11 C 2.61 -2.07 -0.46  C9 1.387, C12 1.399, H29 1.103
12 C 1.77 -2.14 -1.58  C10 1.433, C11 1.399, C19 1.531
13 N -2.04 -1.39 -3.47  C5 1.355, C17 1.397, H30 1.011
14 N -0.65 -0.88 -0.19  C6 1.387, C22 1.495, H31 1.007
15 N 0.11 1.57 0.97  C4 1.336, C23 1.481, H32 1.084
16 C 2.59 1.68 0.77  C4 1.537, H33 1.141, H34 1.068, H35 1.127
17 C -2.38 -0.79 -4.69  N13 1.397, H36 1.184, H37 1.036, H38 1.117
18 C -1.34 2.63 4.94  C21 1.515, H39 1.053, H40 1.154, H41 1.120
19 C 0.38 -2.76 -1.53  C12 1.531, C22 1.553, H42 1.155, H43 1.104
20 C -3.13 0.78 2.85  C24 1.588, H44 1.061, H45 1.107, H46 1.164
21 C -1.20 2.37 3.45  C18 1.515, C24 1.583, H47 1.148, H48 1.011
22 C -0.81 -1.77 -1.39  C5 1.546, N14 1.495, C19 1.553, H49 1.117
23 C -1.27 1.10 1.25  C6 1.568, N15 1.481, C24 1.515, H50 1.051
24 C -1.56 1.00 2.73  C20 1.588, C21 1.583, C23 1.515, H51 1.049
25 H 5.33 -0.44 -1.97  C7 1.088
26 H 4.03 -0.69 -3.77  C8 1.095
27 H 4.57 -1.42 0.27  C9 1.060
28 H 1.68 -1.61 -3.67  C10 1.047
29 H 2.35 -2.46 0.54  C11 1.103
30 H -2.63 -2.14 -3.16  N13 1.011
31 H 0.25 -0.61 0.18  N14 1.007
32 H 0.17 2.24 0.12  N15 1.084
33 H 3.24 0.90 0.24  C16 1.141
34 H 2.89 2.21 1.65  C16 1.068
35 H 2.32 2.47 0.02  C16 1.127
36 H -2.49 0.36 -4.46  C17 1.184
37 H -1.55 -0.77 -5.31  C17 1.036
38 H -3.11 -1.36 -5.31  C17 1.117
39 H -1.08 3.59 5.28  C18 1.053
40 H -2.43 2.53 5.30  C18 1.154
41 H -0.70 1.95 5.56  C18 1.120
42 H 0.17 -3.34 -2.50  C19 1.155
43 H 0.31 -3.48 -0.70  C19 1.104
44 H -3.71 1.56 2.42  C20 1.061
45 H -3.43 0.97 3.90  C20 1.107
46 H -3.48 -0.24 2.40  C20 1.164
47 H -1.76 3.23 2.94  C21 1.148
48 H -0.24 2.61 3.30  C21 1.011
49 H -1.72 -2.35 -1.11  C22 1.117
50 H -1.81 1.88 0.80  C23 1.051
51 H -1.04 0.26 3.25  C24 1.049

Per-atom natural (NBO) charges, elementary charge units: O -0.64; O -0.64; O -0.65; C 0.67; C 0.66; C 0.69; C -0.24; C -0.20; C -0.20; C -0.19; C -0.24; C -0.02; N -0.60; N -0.62; N -0.62; C -0.70; C -0.43; C -0.60; C -0.42; C -0.62; C -0.39; C -0.12; C -0.12; C -0.22; H 0.22; H 0.21; H 0.21; H 0.21; H 0.23; H 0.40; H 0.42; H 0.40; H 0.26; H 0.24; H 0.20; H 0.22; H 0.20; H 0.22; H 0.22; H 0.19; H 0.20; H 0.22; H 0.23; H 0.21; H 0.21; H 0.24; H 0.18; H 0.20; H 0.23; H 0.23; H 0.23


Entry 3:
Density functional theory data (wB97M-V/def2-TZVPD) for the molecule C18H27N3O3.

Values from the calculation:
Energy above the lowest of the compared OMol25 structures with the same formula, charge and spin, eV: 1.3618
Maximum force, eV Å⁻¹: 0.63
E_tot, Ha: -1092.11659
E_LUMO, eV: 0.77
HOMO energy, eV: -8.67

Each atom is followed by the atoms it is bonded to, with distances in Å.
Cartesian coordinates (Å):
1 C -4.94 -0.91 -5.17  C2 1.521, H49 1.087, H50 1.086, H51 1.087
2 C -3.49 -1.26 -4.86  C1 1.521, H3 1.095, H4 1.092, O5 1.431
3 H -3.44 -2.19 -4.27  C2 1.095
4 H -2.90 -1.36 -5.77  C2 1.092
5 O -2.85 -0.22 -4.12  C2 1.431, C6 1.333
6 C -3.03 -0.20 -2.80  O5 1.333, O7 1.204, C8 1.519
7 O -3.69 -1.01 -2.19  C6 1.204
8 C -2.25 0.94 -2.16  C6 1.519, C9 1.535, C41 1.541, H48 1.092
9 C -3.02 1.50 -0.96  C8 1.535, H10 1.092, C11 1.522, H47 1.090
10 H -3.71 0.74 -0.59  C9 1.092
11 C -2.07 1.89 0.17  C9 1.522, N12 1.453, H45 1.096, H46 1.093
12 N -1.38 0.72 0.67  C11 1.453, C13 1.343, C39 1.454
13 C -1.22 0.58 1.99  N12 1.343, O14 1.218, C15 1.539
14 O -1.57 1.43 2.79  C13 1.218
15 C -0.54 -0.71 2.48  C13 1.539, N16 1.436, H37 1.091, H38 1.093
16 N 0.88 -0.63 2.32  C15 1.436, C17 1.350, N20 1.336
17 C 1.76 0.01 3.12  N16 1.350, C18 1.377, H36 1.071
18 C 3.00 -0.13 2.54  C17 1.377, C19 1.406, C31 1.490
19 C 2.77 -0.87 1.37  C18 1.406, N20 1.324, C21 1.487
20 N 1.48 -1.16 1.25  N16 1.336, C19 1.324
21 C 3.83 -1.24 0.39  C19 1.487, H22 1.092, C23 1.531, H35 1.094
22 H 3.71 -2.28 0.09  C21 1.092
23 C 5.20 -1.02 1.03  C21 1.531, H24 1.092, H25 1.093, C26 1.535
24 H 5.97 -1.07 0.26  C23 1.092
25 H 5.39 -1.82 1.75  C23 1.093
26 C 5.31 0.32 1.77  C23 1.535, C27 1.527, C31 1.535, H34 1.096
27 C 5.03 1.51 0.85  C26 1.527, H28 1.088, H29 1.088, H30 1.087
28 H 5.64 1.44 -0.05  C27 1.088
29 H 5.27 2.44 1.35  C27 1.088
30 H 3.98 1.53 0.56  C27 1.087
31 C 4.35 0.33 2.97  C18 1.490, C26 1.535, H32 1.093, H33 1.095
32 H 4.29 1.34 3.40  C31 1.093
33 H 4.73 -0.34 3.75  C31 1.095
34 H 6.33 0.42 2.15  C26 1.096
35 H 3.73 -0.62 -0.50  C21 1.094
36 H 1.44 0.49 4.02  C17 1.071
37 H -0.91 -1.59 1.95  C15 1.091
38 H -0.77 -0.81 3.55  C15 1.093
39 C -1.03 -0.29 -0.33  N12 1.454, H40 1.094, C41 1.523, H44 1.098
40 H -0.08 -0.76 -0.06  C39 1.094
41 C -0.90 0.37 -1.69  C8 1.541, C39 1.523, H42 1.091, H43 1.091
42 H -0.53 -0.37 -2.41  C41 1.091
43 H -0.16 1.17 -1.64  C41 1.091
44 H -1.81 -1.06 -0.37  C39 1.098
45 H -1.35 2.64 -0.17  C11 1.096
46 H -2.62 2.32 1.01  C11 1.093
47 H -3.61 2.37 -1.25  C9 1.090
48 H -2.08 1.70 -2.92  C8 1.092
49 H -4.99 0.03 -5.70  C1 1.087
50 H -5.37 -1.70 -5.78  C1 1.086
51 H -5.50 -0.83 -4.24  C1 1.087

Per-atom natural (NBO) charges, elementary charge units: C -0.63; C -0.08; H 0.20; H 0.19; O -0.51; C 0.81; O -0.62; C -0.31; C -0.42; H 0.23; C -0.22; N -0.43; C 0.67; O -0.63; C -0.30; N -0.15; C -0.03; C -0.14; C 0.14; N -0.30; C -0.44; H 0.23; C -0.39; H 0.21; H 0.20; C -0.20; C -0.61; H 0.21; H 0.21; H 0.21; C -0.42; H 0.21; H 0.21; H 0.20; H 0.21; H 0.22; H 0.23; H 0.24; C -0.25; H 0.26; C -0.40; H 0.22; H 0.21; H 0.20; H 0.19; H 0.25; H 0.22; H 0.23; H 0.21; H 0.22; H 0.22


Entry 4:
Density functional theory data (wB97M-V/def2-TZVPD) for a cluster of 2 separate species, C18H27N4 in total.

Values from the calculation:
Energy above the lowest of the compared OMol25 structures with the same formula, charge and spin, eV: 1.4100
Maximum force, eV Å⁻¹: 1.34
E_tot, Ha: -920.84481
Net charge: +1
E_LUMO, eV: -2.12
HOMO energy, eV: -11.99

Each atom is followed by the atoms it is bonded to, with distances in Å.
Cartesian coordinates (Å):
1 N 0.99 2.77 3.90  C2 1.147
2 C -0.05 2.49 4.30  N1 1.147, C3 1.471
3 C -1.35 2.13 4.88  C2 1.471, C4 1.576, H13 1.088, H14 1.087
4 C -2.07 0.95 4.13  C3 1.576, C5 1.478, C7 1.527, H15 1.087
5 C -1.46 0.73 2.80  C4 1.478, N6 1.148
6 N -0.85 0.49 1.86  C5 1.148
7 C -3.55 1.29 3.97  C4 1.527, C8 1.400, C12 1.383
8 C -3.97 2.29 3.08  C7 1.400, C9 1.392, H16 1.082
9 C -5.35 2.52 3.04  C8 1.392, C10 1.389, H17 1.080
10 C -6.19 1.77 3.87  C9 1.389, N11 1.334, H18 1.086
11 N -5.82 0.81 4.71  C10 1.334, C12 1.338
12 C -4.49 0.60 4.71  C7 1.383, N11 1.338, H19 1.089
13 H -1.99 3.01 4.83  C3 1.088
14 H -1.25 1.85 5.93  C3 1.087
15 H -2.00 0.04 4.71  C4 1.087
16 H -3.31 2.88 2.46  C8 1.082
17 H -5.77 3.26 2.38  C9 1.080
18 H -7.25 1.99 3.83  C10 1.086
19 H -4.14 -0.19 5.36  C12 1.089
20 C 0.65 -2.44 -5.21  C21 1.527, H30 1.092, H31 1.089, H32 1.091
21 C 0.33 -1.23 -4.33  C20 1.527, C22 1.532, H33 1.092, H34 1.091
22 C 1.55 -0.36 -4.01  C21 1.532, C23 1.519, H35 1.094, H36 1.093
23 C 2.73 -1.03 -3.32  C22 1.519, N24 1.529, H37 1.088, H38 1.088
24 N 2.60 -1.37 -1.83  C23 1.529, C25 1.521, C28 1.523, C29 1.497
25 C 3.71 -0.68 -1.06  N24 1.521, C26 1.511, H39 1.090, H40 1.087
26 C 3.16 0.71 -0.80  C25 1.511, C27 1.528, H41 1.092, H42 1.087
27 C 1.71 0.43 -0.42  C26 1.528, C28 1.533, H43 1.087, H44 1.088
28 C 1.34 -0.87 -1.14  N24 1.523, C27 1.533, H45 1.080, H46 1.087
29 C 2.73 -2.85 -1.66  N24 1.497, H47 1.087, H48 1.088, H49 1.086
30 H 1.36 -3.12 -4.75  C20 1.092
31 H -0.26 -3.01 -5.40  C20 1.089
32 H 1.05 -2.13 -6.18  C20 1.091
33 H -0.17 -1.59 -3.43  C21 1.092
34 H -0.39 -0.60 -4.84  C21 1.091
35 H 1.25 0.53 -3.46  C22 1.094
36 H 1.94 0.01 -4.96  C22 1.093
37 H 3.60 -0.38 -3.40  C23 1.088
38 H 3.00 -1.95 -3.83  C23 1.088
39 H 3.85 -1.23 -0.13  C25 1.090
40 H 4.63 -0.71 -1.64  C25 1.087
41 H 3.22 1.32 -1.71  C26 1.092
42 H 3.71 1.23 -0.02  C26 1.087
43 H 1.05 1.25 -0.70  C27 1.087
44 H 1.60 0.30 0.65  C27 1.088
45 H 0.54 -0.73 -1.85  C28 1.080
46 H 1.03 -1.63 -0.43  C28 1.087
47 H 3.70 -3.15 -2.05  C29 1.087
48 H 1.93 -3.33 -2.22  C29 1.088
49 H 2.66 -3.09 -0.61  C29 1.086

Per-atom natural (NBO) charges, elementary charge units: N -0.30; C 0.27; C -0.49; C -0.32; C 0.32; N -0.34; C -0.08; C -0.17; C -0.24; C 0.04; N -0.38; C 0.03; H 0.26; H 0.27; H 0.27; H 0.23; H 0.23; H 0.20; H 0.19; C -0.61; C -0.40; C -0.43; C -0.21; N -0.22; C -0.20; C -0.43; C -0.43; C -0.22; C -0.40; H 0.19; H 0.23; H 0.22; H 0.19; H 0.23; H 0.22; H 0.24; H 0.23; H 0.23; H 0.22; H 0.23; H 0.21; H 0.26; H 0.24; H 0.25; H 0.24; H 0.23; H 0.23; H 0.23; H 0.23